Density functional theory data (wB97M-V/def2-TZVPD) for an isolated molecule of C12H17P in a non-equilibrium geometry.

Each line ends with the natural charge from an NBO analysis.
Element x y z (Å)
1 C 3.646 -1.598 -1.821  -0.199
2 C 3.801 -1.029 -0.562  -0.210
3 C 2.440 -1.567 -2.530  -0.214
4 C 2.704 -0.415 -0.008  -0.169
5 C 1.371 -0.896 -1.980  -0.197
6 C 1.535 -0.312 -0.796  -0.395
7 C 0.454 1.158 1.484  -0.915
8 C -1.285 -0.114 -0.382  -0.717
9 C -1.673 0.786 1.744  -0.130
10 C -2.377 0.537 0.423  -0.281
11 C -1.681 -0.442 2.696  -0.658
12 C -2.934 1.704 -0.340  -0.609
13 P 0.249 0.762 -0.152  1.279
14 H 4.505 -2.067 -2.147  0.206
15 H 4.776 -0.960 -0.039  0.219
16 H 2.460 -2.301 -3.373  0.224
17 H 2.711 0.104 0.945  0.242
18 H 0.361 -0.856 -2.512  0.216
19 H 0.592 2.160 1.934  0.231
20 H -1.048 -1.046 -0.094  0.236
21 H -1.535 -0.060 -1.336  0.224
22 H -2.228 1.520 2.394  0.198
23 H -3.036 -0.221 0.674  0.216
24 H -0.645 -0.963 2.819  0.228
25 H -2.364 -1.185 2.224  0.192
26 H -1.915 -0.138 3.738  0.218
27 H -3.546 1.410 -1.226  0.214
28 H -2.113 2.233 -0.805  0.214
29 H -3.546 2.182 0.451  0.223
30 H 0.325 1.614 -1.424  -0.084

Calculated values
- frontier orbital gap (eV) = 8.639
- relative energy (zero: lowest compared OMol25 entry of this formula, charge and spin) (kJ/mol) = 537.93
- electronic energy (eV) = -22002.8580